No. 1
Density functional theory data (ωB97M-V/def2-TZVPD) for a molecular structure, C60H71F15Ge2N4O4PSSi3Ti in a non-equilibrium geometry.

ORCA input file:
```
! RIJCOSX wB97M-V def2-TZVPD def2/J DEFGRID3
* xyz 1 1
Ti 0.31289 1.50621 0.21471
C 2.03079 -0.98183 3.64678
N 2.48213 -1.23895 2.28288
C 3.36646 -2.37235 2.07443
C 2.04002 -0.47401 1.32029
O 1.32255 0.54021 1.54875
C 2.49156 -0.68304 -0.10185
O 1.99768 0.45821 -0.80714
C 2.49457 0.50427 -2.12988
C 2.07076 1.85431 -2.68142
O 1.45200 2.61462 -1.93111
N 2.37191 2.12132 -3.95106
C 1.88240 3.32845 -4.60156
C 3.26301 1.30981 -4.76537
H 2.21395 -1.86362 4.25167
H 0.96283 -0.76850 3.63703
H 2.57122 -0.13481 4.07013
H 4.35649 -2.15080 2.47832
H 3.45014 -2.61867 1.02147
H 2.95971 -3.23822 2.59508
H 2.05412 -1.59582 -0.51106
H 3.58463 -0.71446 -0.16448
H 2.07331 -0.31571 -2.72008
H 3.58530 0.42322 -2.10581
H 1.14150 3.80097 -3.96761
H 1.41908 3.05496 -5.55043
H 2.70238 4.02213 -4.79264
H 3.40368 0.31410 -4.35263
H 4.23705 1.79661 -4.85592
H 2.83964 1.21443 -5.76527
O -0.94371 2.79480 -0.36751
C -0.78860 2.03741 -1.35105
C -1.26520 2.30942 -2.68853
C -1.53991 3.60708 -3.12848
C -1.84595 3.81969 -4.45700
C -1.89568 2.74552 -5.34142
C -1.66942 1.44795 -4.90229
C -1.35199 1.21041 -3.57053
P -1.28960 -0.40388 -2.67949
C -3.07686 -0.49027 -2.22473
C -3.48025 -1.53086 -1.38372
C -4.81078 -1.66156 -1.01190
C -5.75595 -0.74876 -1.45572
C -5.36213 0.29656 -2.27624
C -4.03544 0.42691 -2.65789
C -1.16220 -1.61263 -4.05791
C -0.14429 -1.40578 -4.99292
C 0.09091 -2.32182 -6.00498
C -0.67278 -3.47848 -6.08004
C -1.66722 -3.70545 -5.14128
C -1.91400 -2.78045 -4.13622
H -1.49154 4.42311 -2.41875
H -2.05439 4.82128 -4.80941
H -2.14617 2.91457 -6.38107
H -1.76218 0.62386 -5.59700
H -2.73601 -2.22291 -1.00488
H -5.12302 -2.47522 -0.37201
H -6.79198 -0.85013 -1.16009
H -6.09188 1.01228 -2.63283
H -3.76363 1.25632 -3.29542
H 0.45171 -0.50074 -4.93450
H 0.86794 -2.13677 -6.73672
H -0.49178 -4.19923 -6.86605
H -2.25366 -4.61388 -5.19571
H -2.70361 -2.96484 -3.41772
F 0.46431 -5.84686 -2.10411
C -0.86297 -5.75323 -1.95071
C -1.39294 -5.20890 -0.79374
C -2.76877 -5.07001 -0.74992
F -3.31681 -4.44473 0.30719
C -3.60179 -5.51651 -1.75703
F -4.92522 -5.38681 -1.66237
C -3.03926 -6.09104 -2.88559
F -3.81313 -6.51689 -3.87431
C -1.66271 -6.19679 -2.99003
F -1.12082 -6.70859 -4.09622
Ge -0.28962 -4.41862 0.67223
S -0.23145 -2.32113 0.46246
C 1.41793 -5.48007 0.57701
C 2.53452 -5.01916 -0.09499
F 2.49743 -3.81537 -0.70366
C 3.71241 -5.73460 -0.18762
F 4.77266 -5.20783 -0.80474
C 3.78157 -6.99817 0.37394
F 4.89961 -7.70326 0.29895
C 2.67094 -7.51496 1.01965
F 2.72022 -8.73584 1.54416
C 1.51916 -6.75104 1.11858
F 0.47462 -7.29194 1.75710
C -1.03492 -5.00333 2.44206
C -0.52104 -4.37007 3.55799
F 0.53618 -3.54267 3.40654
C -1.01561 -4.55198 4.83432
F -0.48844 -3.89541 5.87044
C -2.07713 -5.42014 5.02150
F -2.58564 -5.59963 6.23230
C -2.59274 -6.10929 3.93579
F -3.59735 -6.96318 4.11807
C -2.06103 -5.90451 2.67290
F -2.54308 -6.65034 1.67447
C -3.64680 0.12741 5.12823
C -3.77681 1.08457 3.94646
N -3.12618 0.60683 2.72583
C -3.87388 -0.35654 1.91187
C -3.43024 -1.80293 2.12011
C -1.91874 1.03893 2.34812
C -1.16208 1.93642 3.28604
N -1.34056 0.71187 1.22498
H -4.11397 0.57206 6.00705
H -2.60183 -0.08004 5.36133
H -4.15140 -0.81594 4.92501
H -3.37594 2.05939 4.21158
H -4.83365 1.22636 3.71927
H -3.78112 -0.08522 0.85556
H -4.92642 -0.25650 2.17315
H -2.39118 -1.94514 1.82151
H -4.05515 -2.46037 1.51552
H -3.53548 -2.09916 3.16406
H -1.06287 1.45806 4.25999
H -1.65707 2.89405 3.42693
H -0.17221 2.11935 2.88004
H -1.83516 0.02107 0.66350
C 4.46794 3.12887 -0.85057
Si 3.26618 4.54029 -0.36880
C 4.26532 5.82342 0.60999
C 2.80923 5.48495 -1.95657
Ge 1.50371 3.58995 1.03444
Si 2.73492 3.27846 3.13142
C 4.14380 2.03932 2.77749
C 1.77600 2.63106 4.64519
C 3.49971 4.89229 3.77168
Si -0.08612 5.43572 1.24954
C 0.49359 6.81001 2.42009
C -1.86141 5.03291 1.81447
C -0.24904 6.16009 -0.50294
H 5.48494 3.36278 -0.53190
H 4.49728 2.96457 -1.93118
H 4.17669 2.19056 -0.37046
H 4.84537 6.45561 -0.06486
H 4.96041 5.35076 1.30365
H 3.60379 6.47188 1.18806
H 3.60414 5.38832 -2.69971
H 2.68987 6.54658 -1.73475
H 1.88133 5.13282 -2.39901
H 3.83169 1.29193 2.04477
H 4.46660 1.51922 3.68211
H 5.01220 2.55867 2.36689
H 1.38393 1.62249 4.52086
H 0.93962 3.29136 4.88710
H 2.44641 2.62280 5.50729
H 4.49161 5.06688 3.35732
H 3.59900 4.87016 4.85813
H 2.87905 5.75149 3.51224
H 0.55984 6.45325 3.45013
H -0.20579 7.64837 2.40308
H 1.47536 7.19130 2.13135
H -1.94359 4.96848 2.90132
H -2.23758 4.10981 1.37154
H -2.51858 5.84582 1.49760
H 0.32320 7.08208 -0.61931
H -1.28967 6.38450 -0.74702
H 0.12614 5.44204 -1.23365
*
```

Relative energy (zero: lowest compared OMol25 entry of this formula, charge and spin): 0.0000 eV
Orbital gap: 6.825 eV

Atomic partial charges in e from the Mulliken method, atoms 1 to 2: -1.7859 -1.0414


No. 2
Density functional theory data (ωB97M-V/def2-TZVPD) for 12 unconnected molecules or ions with the total composition C60H82N2O28 in a non-equilibrium geometry.

ORCA input file:
```
! RIJCOSX wB97M-V def2-TZVPD def2/J DEFGRID3
* xyz 0 1
O 2.24625 -2.13304 5.34513
C 1.00922 -1.67791 5.07679
C 0.50501 -1.87791 3.83243
C -0.64961 -1.20219 3.40418
C -1.29744 -0.39426 4.34785
O -2.39779 0.27377 3.97684
C -0.75398 -0.16492 5.55859
C 0.38678 -0.84113 6.00032
H 2.62665 -2.62028 4.61063
H 1.13562 -2.44444 3.16327
H -1.02345 -1.44698 2.42096
H -2.92684 0.36199 4.77303
H -1.42081 0.42559 6.16937
H 0.84491 -0.86116 6.97813
O -8.66563 -0.66052 4.12183
C -7.79691 0.28862 3.58961
C -6.45126 -0.03550 3.53880
C -5.65548 0.81013 2.80776
C -6.09876 2.02702 2.35178
O -5.16859 2.72149 1.56316
C -7.38324 2.55077 2.62598
C -8.19624 1.59296 3.28386
H -9.50646 -0.29378 4.40487
H -6.20680 -0.92859 4.09471
H -4.60757 0.55639 2.74521
H -4.46592 2.18000 1.19623
H -7.64218 3.55039 2.30956
H -9.23842 1.77799 3.49840
O -1.55004 -4.81439 -1.82232
C -1.14053 -6.06437 -2.18269
C -2.01914 -7.21506 -2.07991
C -1.59082 -8.37405 -2.49884
C -0.27277 -8.57114 -3.01827
O 0.12491 -9.73327 -3.48042
C 0.46283 -7.39900 -3.18456
C 0.09244 -6.19051 -2.65277
H -2.43285 -4.73446 -1.45372
H -3.07252 -7.26655 -1.84724
H -2.26645 -9.19508 -2.30954
H 1.06204 -9.81461 -3.67217
H 1.46726 -7.63380 -3.50455
H 0.74569 -5.33456 -2.56897
O -3.19177 0.77100 0.25539
C -3.74567 -0.41308 -0.00564
C -4.01749 -0.81546 -1.33063
C -4.14645 -2.08116 -1.74153
C -3.90990 -3.05513 -0.73968
O -4.09064 -4.36144 -1.12902
C -3.67510 -2.73998 0.61112
C -3.65837 -1.42396 0.99414
H -2.64886 1.05580 -0.48335
H -3.96774 0.06731 -1.95083
H -4.26717 -2.43469 -2.75486
H -4.85773 -4.28895 -1.70166
H -3.45185 -3.48416 1.36129
H -3.48275 -1.03318 1.98553
O -1.64594 -1.91611 -4.54599
C -1.80371 -0.58363 -4.19532
C -0.90258 0.03063 -3.30696
C -1.11855 1.31722 -2.82172
C -2.20483 2.01628 -3.33683
O -2.43061 3.30940 -2.86716
C -3.06482 1.40817 -4.27483
C -2.89344 0.06213 -4.64703
H -1.28326 -2.42589 -3.81785
H -0.07133 -0.54692 -2.93032
H -0.39169 1.71067 -2.12655
H -1.57745 3.74555 -2.92633
H -3.97832 1.81191 -4.68582
H -3.59480 -0.46818 -5.27414
O -2.98127 -7.46446 2.03942
C -1.82170 -7.06938 2.68663
C -1.05877 -6.02069 2.11242
C 0.14682 -5.58428 2.72151
C 0.51156 -6.16078 3.94635
O 1.77109 -5.87835 4.42474
C -0.28781 -7.18279 4.55967
C -1.42839 -7.55899 3.93333
H -3.70985 -7.93552 2.45036
H -1.41718 -5.48278 1.24721
H 0.72792 -4.81171 2.23999
H 1.83249 -6.13427 5.34796
H -0.13135 -7.62089 5.53435
H -2.12382 -8.17897 4.47960
C -0.38349 -1.96427 -0.31508
O 0.68269 -2.31783 -0.98967
C 1.83202 -2.41565 -0.22345
C 2.73125 -1.12802 -0.41825
N 2.05790 0.02350 0.01426
C 2.53580 1.37661 0.39554
C 1.59188 2.30561 1.17135
O 0.29819 2.05997 0.63827
C -0.72956 2.91846 1.13712
H -0.04052 -1.20485 0.38760
H -0.85991 -2.82137 0.16086
H -1.20066 -1.55419 -0.90851
H 2.50184 -3.13918 -0.68813
H 1.81606 -2.84944 0.77639
H 3.19668 -1.10963 -1.40371
H 3.50556 -1.12088 0.34888
H 1.06132 -0.05081 -0.13208
H 2.58211 1.96532 -0.52063
H 3.49380 1.24928 0.89965
H 1.76355 3.38055 1.11537
H 1.45217 2.22985 2.24970
H -0.53479 3.19025 2.17457
H -1.69751 2.42367 1.21682
H -0.86846 3.83322 0.56090
C -1.16248 5.67223 -5.48883
O -0.15037 5.30340 -4.64775
C 0.55293 4.05069 -5.00034
C 1.69350 3.83250 -3.92231
N 1.31760 3.58283 -2.53940
C 1.02634 4.85105 -1.84666
C 2.30323 5.81074 -1.72409
O 3.47710 5.11282 -1.45788
C 4.67048 5.81455 -1.60613
H -1.96037 5.05284 -5.07917
H -0.96705 5.35912 -6.51444
H -1.52645 6.66906 -5.23993
H 1.04840 4.13595 -5.96746
H -0.17417 3.23981 -4.95669
H 2.30808 4.73063 -3.98343
H 2.33230 3.05364 -4.33875
H 2.12853 3.16548 -2.10547
H 0.76395 4.69659 -0.80005
H 0.13910 5.34196 -2.24654
H 2.21237 6.59066 -0.96807
H 2.43842 6.34932 -2.66204
H 4.83652 6.06173 -2.65467
H 5.42229 5.06204 -1.36820
H 4.79837 6.75640 -1.07258
O 2.03445 9.92466 1.11394
C 2.55639 8.86697 1.50914
O 1.90169 7.74955 1.98627
C 2.80297 6.88830 2.54060
C 4.07716 7.23491 1.77339
O 3.94018 8.61074 1.47537
H 2.99279 6.92919 3.61316
H 2.81314 5.81968 2.32598
H 3.97205 6.56961 0.91640
H 4.95669 7.01142 2.37720
O 0.77928 6.09284 4.67519
C 0.59129 4.89159 4.92130
O 1.46496 3.89574 4.63479
C 0.83139 2.65953 4.92602
C -0.16033 2.97269 6.11121
O -0.48910 4.28064 5.67336
H 0.26085 2.11458 4.17394
H 1.60793 1.96684 5.25045
H 0.43618 3.17385 7.00105
H -1.07410 2.50306 6.47532
O 7.17911 -2.31577 -1.64043
C 6.99690 -1.07469 -1.50023
O 6.27307 -0.51574 -0.50784
C 6.49119 0.85053 -0.52535
C 7.55123 1.13170 -1.50222
O 7.73778 -0.11964 -2.09663
H 5.56683 1.41658 -0.64045
H 6.84082 1.16901 0.45670
H 8.48052 1.46575 -1.04076
H 7.13712 1.80905 -2.24909
O 3.91423 -1.10062 -3.78798
C 3.58786 -2.02886 -4.50425
O 3.41576 -3.27976 -4.10520
C 2.82130 -4.00944 -5.06892
C 2.32855 -3.00710 -6.02017
O 2.97109 -1.85250 -5.78701
H 3.49966 -4.74594 -5.49961
H 2.03117 -4.69223 -4.75654
H 1.24213 -2.99712 -5.93249
H 2.55391 -3.17962 -7.07258
*
```

Orbital gap: 7.841 eV
SMILES string: Oc1ccc(O)cc1.Oc1ccc(O)cc1.Oc1ccc(O)cc1.Oc1ccc(O)cc1.Oc1ccc(O)cc1.Oc1ccc(O)cc1.COCCNCCOC.COCCNCCOC.O=C1OCCO1.O=C1OCCO1.O=C1OCCO1.O=C1OCCO1

Atomic partial charges in e from the Mulliken method, atoms 1 to 2: -0.6256 1.0387


no.,total energy (eV),LUMO energy (eV),HOMO (eV)
1,-298187.0198,-3.078,-9.90
2,-123848.3437,0.206,-7.64